{"formula": "C15H13N3OS2", "method": "wB97M-V/def2-TZVPD", "symbols": ["O", "C", "N", "C", "N", "N", "C", "C", "C", "C", "C", "C", "C", "C", "H", "H", "H", "H", "H", "H", "H", "S", "H", "C", "C", "C", "C", "C", "S", "H", "H", "H", "H", "H"], "xyz": [[-0.168870, 1.142692, 3.593514], [-0.229098, 0.923512, 2.410551], [-1.312821, 0.223219, 1.918119], [-1.684835, -0.188611, 0.674045], [-2.799537, -0.819182, 0.495980], [-3.028272, -1.160734, -0.761385], [-2.119913, -0.812317, -1.590525], [-2.109245, -1.129144, -3.039198], [-1.120975, -2.247313, -3.276142], [0.140830, -1.986070, -3.789862], [1.049507, -3.015621, -3.966367], [0.705641, -4.311592, -3.623503], [-0.549900, -4.576027, -3.101497], [-1.458515, -3.548228, -2.925775], [-2.435881, -3.747955, -2.511225], [-0.821366, -5.585101, -2.829079], [1.414962, -5.114091, -3.760779], [2.027928, -2.803348, -4.371401], [0.414615, -0.974664, -4.055610], [-1.824448, -0.244649, -3.611616], [-3.115413, -1.440772, -3.323069], [-0.777062, 0.038443, -0.817857], [-1.988093, -0.038267, 2.632052], [0.813085, 1.366198, 1.401389], [1.896021, 2.147300, 2.064172], [3.082865, 1.697412, 2.550508], [3.851573, 2.716331, 3.157454], [3.233873, 3.922609, 3.125958], [1.699044, 3.841914, 2.358328], [3.580388, 4.861967, 3.508236], [4.819247, 2.552324, 3.596340], [3.402472, 0.672998, 2.478106], [1.235657, 0.479418, 0.920645], [0.322638, 1.973580, 0.635927]], "atomic_forces_ev_per_a": [[0.09, 0.07, 0.08], [-0.11, -0.11, -0.15], [-0.38, -0.09, 0.72], [0.50, 0.08, -1.21], [0.14, 0.34, 1.72], [-0.62, -0.52, -1.36], [0.54, 0.59, 0.26], [0.16, -0.16, -0.11], [-0.01, 0.02, -0.21], [-0.08, -0.03, 0.00], [0.12, -0.02, -0.01], [0.09, -0.04, -0.02], [-0.04, -0.05, 0.04], [0.02, 0.03, -0.05], [-0.11, -0.03, 0.06], [-0.02, -0.08, 0.02], [0.06, -0.06, -0.02], [0.08, 0.01, -0.03], [0.01, 0.11, -0.05], [-0.09, -0.04, -0.06], [0.03, 0.10, 0.02], [-0.82, -0.40, 0.26], [0.14, 0.06, -0.08], [0.12, 0.14, 0.30], [-0.01, 0.36, -0.04], [-0.25, 0.00, -0.20], [0.08, 0.17, 0.10], [-0.30, 0.12, -0.10], [0.38, -0.48, 0.05], [0.13, 0.17, 0.10], [0.16, 0.02, 0.08], [0.01, -0.22, -0.03], [-0.04, 0.07, -0.03], [0.02, -0.11, -0.05]], "homo_energy_ev": -8.963, "relative_energy_kj_mol": 105.15, "total_energy_ev": -43954.024, "smiles": "O=C(Cc1cccs1)Nc1nnc(Cc2ccccc2)s1", "spin_multiplicity": 1}